1.
Below is C5H2F4O as an isolated structure in a non-equilibrium geometry, with properties calculated with the ωB97M-V functional and the def2-TZVPD basis.

**Energy relative to the best compared isomer or geometry (same formula, charge and spin)**: 25.5 kcal per mole
**Lowest unoccupied orbital energy**: -0.0194 hartree
**Gap between HOMO and LUMO**: 0.33043 Ha

Structure (ORCA input):
```
! wB97M-V def2-TZVPD RIJCOSX def2/J DEFGRID3
* xyz 0 1
C 1.4478 -0.9044 0.4799
C 0.2451 -0.3351 0.7174
C 1.8225 -0.6815 1.7785
C -0.8792 1.0507 -1.0120
C -0.9156 -0.2365 -0.1556
O 1.9218 -0.5322 2.9110
F -0.0491 1.0261 -2.1301
F -0.5138 2.1911 -0.3459
F -1.2242 -1.2995 -1.0038
F -2.0848 -0.1836 0.6607
H 1.9591 -1.3338 -0.3772
H -1.7294 1.2387 -1.5231
*
```

natural (NBO) population analysis, charges in e, atoms 1 to 5: atom 1 (C): -0.46, atom 2 (C): -0.08, atom 3 (C): 0.79, atom 4 (C): 0.53, atom 5 (C): 0.54

=====

2.
Below is a 2-piece molecular cluster, C19H21BNO overall in a non-equilibrium geometry, with properties calculated with the ωB97M-V functional and the def2-TZVPD basis.

**Lowest unoccupied orbital energy**: -0.2020 hartree
**Gap between HOMO and LUMO**: 0.23041 Ha

Structure (ORCA input):
```
! wB97M-V def2-TZVPD RIJCOSX def2/J DEFGRID3
* xyz 1 1
C 4.7976 -0.9001 7.9922
O 4.4517 0.3700 7.4864
C 3.1096 0.6848 7.5909
C 2.6892 1.9608 7.1681
C 1.3735 2.3232 7.2020
C 0.3720 1.4264 7.6502
C -0.9784 1.8312 7.6523
C -2.1435 1.0396 7.8635
C -3.3714 1.6834 8.1283
C -4.5199 0.9631 8.3468
C -4.4902 -0.4197 8.3096
C -3.3070 -1.0781 8.0175
C -2.1550 -0.3686 7.7805
C 0.8156 0.1727 8.1339
C 2.1282 -0.1883 8.0953
H 5.8679 -1.0658 7.8549
H 4.5803 -0.9268 9.0596
H 4.2480 -1.6844 7.4680
H 3.4391 2.6483 6.8185
H 1.0739 3.2962 6.8545
H -1.1516 2.8800 7.4806
H -3.3993 2.7588 8.1528
H -5.4506 1.4757 8.5301
H -5.3945 -0.9834 8.4720
H -3.2906 -2.1546 7.9539
H -1.2772 -0.8913 7.4444
H 0.1189 -0.4897 8.6104
H 2.4152 -1.1479 8.4848
H -1.0516 0.8970 4.9965
B -0.9941 0.5936 3.8606
N 0.4141 0.2736 3.4348
C 0.6413 -0.1168 2.1631
C 1.9149 -0.4192 1.7455
C 2.9618 -0.3208 2.6389
C 2.7147 0.0805 3.9350
C 1.4289 0.3766 4.3151
H -1.6931 -0.3412 3.7061
H -1.4211 1.4886 3.2258
H -0.1926 -0.1841 1.4867
H 2.0966 -0.7305 0.7293
H 3.9669 -0.5550 2.3241
H 3.5216 0.1588 4.6449
H 1.2110 0.7001 5.3152
*
```

natural (NBO) population analysis, charges in e, atoms 1 to 5: atom 1 (C): -0.26, atom 2 (O): -0.45, atom 3 (C): 0.41, atom 4 (C): -0.28, atom 5 (C): -0.08

=====

3.
Below is C5H6O as an isolated structure, with properties calculated with the ωB97M-V functional and the def2-TZVPD basis.

**Energy relative to the best compared isomer or geometry (same formula, charge and spin)**: 108.2 kcal per mole
**Lowest unoccupied orbital energy**: 0.0354 hartree
**Gap between HOMO and LUMO**: 0.34613 Ha

Structure (ORCA input):
```
! wB97M-V def2-TZVPD RIJCOSX def2/J DEFGRID3
* xyz 0 1
O 2.2818 -0.3747 0.3818
C 1.0786 -0.2886 -0.0483
C 0.6862 1.0590 -0.4027
C -0.5763 0.5987 0.3476
C -1.3260 -0.4342 -0.3961
C -0.1235 -0.9536 0.3531
H 2.1388 0.8317 0.1897
H 0.5254 1.3815 -1.4300
H -0.9221 1.0158 1.2881
H -1.2932 -0.4093 -1.4834
H -2.2715 -0.7713 0.0241
H -0.1982 -1.6551 1.1763
*
```

natural (NBO) population analysis, charges in e, atoms 1 to 5: atom 1 (O): -0.65, atom 2 (C): 0.50, atom 3 (C): -0.66, atom 4 (C): -0.12, atom 5 (C): -0.40

=====

4.
Below is a 2-piece molecular cluster, C15H22Br2F3IN3P overall in a non-equilibrium geometry, with properties calculated with the ωB97M-V functional and the def2-TZVPD basis.

**Lowest unoccupied orbital energy**: 0.0069 hartree
**SMILES**: [H]/N=C\C[C@@](C#N)(P(C)CC)[C@](C#N)(CCCI)C(F)(F)F.BrCCBr
**Gap between HOMO and LUMO**: 0.34809 Ha

Structure (ORCA input):
```
! wB97M-V def2-TZVPD RIJCOSX def2/J DEFGRID3
* xyz 0 1
H 3.8753 -0.2675 -0.1619
N 3.5859 -0.7197 -1.0335
C 2.7244 -1.6242 -0.8192
C 2.2241 -2.0778 0.5251
C 0.6952 -2.0194 0.9023
C 0.7048 -2.7962 2.1739
N 0.7623 -3.3613 3.1647
P 0.2167 -0.2660 1.6237
C 1.4170 0.8933 0.8649
C -1.4044 0.2992 0.9243
C -1.4429 1.2931 -0.2538
C -0.2797 -2.7726 -0.1197
C 0.4892 -3.8971 -0.7169
N 1.1241 -4.7262 -1.1813
C -0.8873 -1.9842 -1.3280
C -0.0282 -0.9599 -2.0712
C -0.8932 -0.0857 -2.9951
I -0.8114 -0.7281 -5.0451
C -1.4876 -3.4524 0.6240
F -2.4838 -3.6997 -0.2208
F -1.1696 -4.6027 1.1814
F -1.9787 -2.6600 1.5861
H 2.3784 -2.1800 -1.6939
H 2.5523 -3.1169 0.6627
H 2.7450 -1.4955 1.2973
H 1.4577 0.9333 -0.2246
H 2.3985 0.6695 1.2888
H 1.1403 1.8901 1.2320
H -1.8636 0.7802 1.7984
H -2.0469 -0.5543 0.7235
H -0.5014 1.3720 -0.7984
H -2.2132 1.0003 -0.9767
H -1.7097 2.2984 0.0870
H -1.8370 -1.5244 -1.0343
H -1.1635 -2.7442 -2.0701
H 0.6762 -1.5051 -2.7074
H 0.5788 -0.3369 -1.4117
H -1.9554 -0.1472 -2.7559
H -0.5749 0.9555 -3.0100
Br -2.1964 6.7043 0.4630
C -1.3610 5.4924 1.7289
C 0.1372 5.4621 1.5827
Br 0.6971 4.4953 -0.0108
H -1.8067 4.5163 1.5626
H -1.6344 5.8532 2.7178
H 0.5880 4.9398 2.4239
H 0.5625 6.4572 1.5014
*
```

natural (NBO) population analysis, charges in e, atoms 1 to 5: atom 1 (H): 0.32, atom 2 (N): -0.58, atom 3 (C): 0.13, atom 4 (C): -0.49, atom 5 (C): -0.37

=====

5.
Below is C14H33N2O4Si3Ti as an isolated structure in a non-equilibrium geometry, with properties calculated with the ωB97M-V functional and the def2-TZVPD basis.

**Energy relative to the best compared isomer or geometry (same formula, charge and spin)**: 10.3 kcal per mole
**Lowest unoccupied orbital energy**: -0.1684 hartree
**Gap between HOMO and LUMO**: 0.28311 Ha

Structure (ORCA input):
```
! wB97M-V def2-TZVPD RIJCOSX def2/J DEFGRID3
* xyz 1 1
Ti 0.1243 1.3448 -0.2705
N -1.6884 1.9716 -1.2300
C -2.1358 3.2601 -0.6019
C -0.8797 4.1105 -0.4461
O -0.8385 5.2785 -0.7374
N 0.1677 3.3236 -0.0224
C 1.5300 3.7932 -0.2545
C 2.2957 2.6953 -1.0015
O 3.4639 2.6202 -1.1398
O 1.4134 1.6824 -1.4391
H -2.4472 1.2921 -1.2721
H -1.4312 2.1687 -2.1994
H -2.8604 3.7857 -1.2175
H -2.5750 3.0366 0.3702
H 1.5391 4.7108 -0.8488
H 2.0822 3.9940 0.6646
C 0.3270 1.9966 2.7981
O 0.1499 1.1303 1.6483
Si 0.5105 -0.6368 1.6528
C -0.5341 -1.3910 2.9533
C 2.2808 -0.6383 2.1426
C 0.0819 -0.7654 -0.1159
Si -1.7026 -1.3095 -0.4315
C -2.0705 -3.0853 -0.0666
C -2.1797 -1.0003 -2.2230
C -2.8806 -0.2978 0.6594
Si 1.3761 -1.8331 -1.0494
C 0.9216 -2.0023 -2.8388
C 1.4233 -3.5194 -0.2514
C 3.1159 -1.1668 -0.9584
H -0.3101 1.6272 3.5976
H 0.0367 2.9992 2.5015
H 1.3709 1.9755 3.1027
H -0.1655 -1.1181 3.9443
H -0.4703 -2.4805 2.8681
H -1.5838 -1.1131 2.8740
H 2.3576 -0.4037 3.2070
H 2.8687 0.0857 1.5745
H 2.7445 -1.6141 1.9911
H -1.5320 -3.7625 -0.7304
H -3.1403 -3.2512 -0.2252
H -1.8378 -3.3565 0.9652
H -2.1777 -1.9439 -2.7708
H -1.4995 -0.3392 -2.7639
H -3.1975 -0.6060 -2.3051
H -3.2682 -0.9320 1.4597
H -3.7583 0.0398 0.0993
H -2.4420 0.5758 1.1515
H -0.0181 -2.5285 -3.0051
H 1.7107 -2.5764 -3.3317
H 0.8682 -1.0304 -3.3356
H 0.4674 -4.0404 -0.2902
H 1.7240 -3.4537 0.7989
H 2.1660 -4.1481 -0.7507
H 3.2054 -0.0814 -0.9392
H 3.6429 -1.5003 -1.8571
H 3.6590 -1.5724 -0.1035
*
```

natural (NBO) population analysis, charges in e, atoms 1 to 5: atom 1 (Ti): 2.09, atom 2 (N): -0.87, atom 3 (C): -0.31, atom 4 (C): 0.65, atom 5 (O): -0.55

=====

6.
Below is a 2-piece molecular cluster, C2H2Cl2O overall in a non-equilibrium geometry, with properties calculated with the ωB97M-V functional and the def2-TZVPD basis.

**Energy relative to the best compared isomer or geometry (same formula, charge and spin)**: 164.3 kcal per mole
**Lowest unoccupied orbital energy (alpha / beta)**: -0.0948 / -0.0258 hartree
**Gap between HOMO and LUMO (alpha / beta)**: 0.19932 / 0.34216 Ha

Structure (ORCA input):
```
! wB97M-V def2-TZVPD RIJCOSX def2/J DEFGRID3
* xyz 0 1
C -0.6740 0.0036 -0.1399
C -1.2632 -1.0620 -0.0326
O -3.1501 1.5558 0.1508
Cl -2.7547 -1.8668 0.1016
Cl -4.5175 0.7125 -0.0967
H 0.3092 0.3481 0.1323
H -1.6188 0.7610 0.0317
*
```

natural (NBO) population analysis, charges in e, atoms 1 to 5: atom 1 (C): -0.52, atom 2 (C): 0.09, atom 3 (O): -0.55, atom 4 (Cl): 0.11, atom 5 (Cl): 0.29

=====

7.
Below is C9H6Cl2CoNO6 as an isolated structure, with properties calculated with the ωB97M-V functional and the def2-TZVPD basis.

**Lowest unoccupied orbital energy (alpha / beta)**: -0.3627 / -0.3627 hartree
**Gap between HOMO and LUMO (alpha / beta)**: 0.26108 / 0.26111 Ha

Structure (ORCA input):
```
! wB97M-V def2-TZVPD RIJCOSX def2/J DEFGRID3
* xyz 2 1
Co 0.7338 0.6322 -0.8956
O 2.7178 -1.6782 1.5917
C 1.9493 -0.8822 0.9466
O 2.1435 -0.4988 -0.2222
C 0.7361 -0.3679 1.6627
C 0.2580 -0.6071 2.9378
C -0.9273 0.0327 3.3022
C -1.5996 0.8754 2.4135
C -1.0502 1.0573 1.1570
N 0.0837 0.4427 0.8407
C -1.4847 1.8643 -0.0414
O -2.5323 2.6032 -0.0810
O -0.7506 1.8149 -1.0459
H 3.4906 -1.9745 1.0700
H 0.7810 -1.2645 3.6196
H -1.3364 -0.1283 4.2912
H -2.5203 1.3567 2.7175
H -3.0704 2.6279 0.7270
Cl 1.0862 -2.6536 -3.9920
C 0.3001 -1.0856 -4.1725
Cl -1.4163 -1.1863 -4.5255
C 0.4799 -0.3684 -2.8701
O 1.2309 0.6324 -2.7032
O -0.1058 -0.7200 -1.7723
H 0.8029 -0.5244 -4.9558
*
```

Mulliken population analysis, charges in e, atoms 1 to 5: atom 1 (Co): -0.20, atom 2 (O): -0.33, atom 3 (C): 0.50, atom 4 (O): -0.47, atom 5 (C): 0.58

=====

8.
Below is C14H25ClInO3P2 as an isolated structure in a non-equilibrium geometry, with properties calculated with the ωB97M-V functional and the def2-TZVPD basis.

**Energy relative to the best compared isomer or geometry (same formula, charge and spin)**: 0.0 kcal per mole
**Lowest unoccupied orbital energy**: -0.1537 hartree
**Gap between HOMO and LUMO**: 0.24248 Ha

Structure (ORCA input):
```
! wB97M-V def2-TZVPD RIJCOSX def2/J DEFGRID3
* xyz 1 1
In -0.0127 -0.0057 -0.4626
H -1.1573 -0.5478 1.3405
H -1.2029 0.1635 1.3927
P -0.1107 -2.5009 -0.4482
P -0.1159 2.5049 -0.4588
C 1.4400 3.3352 -0.0185
H 1.3056 4.3997 -0.2849
H 1.6225 3.2127 1.0642
H 2.2694 2.8818 -0.5878
C -0.4157 2.7709 -2.2356
H -1.3726 2.2808 -2.5056
H -0.4634 3.8693 -2.3573
H 0.4221 2.3209 -2.7998
C -1.4587 3.3026 0.4741
H -1.2613 3.2082 1.5590
H -1.4545 4.3631 0.1530
H -2.4177 2.8154 0.2144
C -0.2291 -2.7543 -2.2412
H -0.3041 -3.8416 -2.3876
H -1.1244 -2.2385 -2.6240
H 0.6677 -2.3439 -2.7263
C 1.3701 -3.3694 0.1418
H 1.4414 -3.2576 1.2385
H 1.2288 -4.4266 -0.1491
H 2.2640 -2.9400 -0.3440
C -1.5711 -3.2654 0.3193
H -2.4791 -2.7488 -0.0442
H -1.5509 -4.3217 -0.0098
H -1.4840 -3.1731 1.4184
C 1.8356 0.0328 1.0292
O 2.8719 0.0378 1.5428
H 0.9775 0.0325 -1.9705
Cl 0.5165 4.2060 8.0086
C 0.4909 3.2316 6.5933
C 0.5002 1.8346 6.7426
C 0.4739 1.0426 5.6068
C 0.4242 1.6441 4.3620
C 0.4322 3.0432 4.1963
C 0.4583 3.8457 5.3265
C 0.4675 0.7101 3.1676
O 0.3493 -0.4994 3.2513
O 0.6399 1.4113 2.1012
H 0.5249 1.3704 7.7156
H 0.4723 -0.0421 5.6423
H 0.4074 3.4935 3.2024
H 0.4522 4.9304 5.2531
*
```

natural (NBO) population analysis, charges in e, atoms 1 to 5: atom 1 (In): 0.80, atom 2 (H): 0.04, atom 3 (H): 0.06, atom 4 (P): 0.99, atom 5 (P): 1.04

=====

Number 1: total energy -666.2909 Ha. Number 2: total energy -891.1653 Ha. Number 3: total energy -269.1738 Ha. Number 4: total energy -6835.6406 Ha. Number 5: total energy -2681.6670 Ha. Number 6: total energy -1072.7627 Ha. Number 7: total energy -3155.3248 Ha. Number 8: total energy -2106.9068 Ha.